Record 1
ORCA calculation (ωB97M-V/def2-TZVPD) on one molecule with the formula C3H2FIO2.

CARTESIAN COORDINATES (ANGSTROEM)
C -1.07 -0.40 0.49
C -1.07 0.04 -0.79
C 1.15 0.29 0.37
O 0.25 -0.35 1.05
O 0.01 0.58 -1.29
F 1.28 1.54 0.68
I 3.06 -0.52 -0.26
H -1.62 -1.05 1.11
H -2.00 -0.13 -1.35

M: 215.95 g mol⁻¹
Charge: 0
E_tot: -663.442277 hartree
Kohn-Sham gap: 7.87 eV
LUMO level: -0.6 eV
Relative energy (zero: lowest compared OMol25 entry of this formula, charge and spin): 1.5844 eV
HOMO: -8.4 eV

=====

Record 2
ORCA calculation (ωB97M-V/def2-TZVPD) on C3H2FInO2 as an isolated structure.

CARTESIAN COORDINATES (ANGSTROEM)
F -0.55 -0.54 -2.13
O 0.39 0.86 0.74
O 1.23 1.06 -1.57
C -0.85 0.16 0.74
C -0.56 -0.58 -0.49
C 0.52 0.35 -0.92
H -1.73 0.81 0.70
H -0.46 -1.67 -0.39
In 0.07 -0.19 2.88

M: 203.86 g mol⁻¹
Charge: +1
Spin multiplicity: 2
E_tot: -555.483229 hartree
Kohn-Sham gap (spin up / spin down): 8.89 / 7.47 eV
LUMO level (spin up / spin down): -5.9 / -7.6 eV
Relative energy (zero: lowest compared OMol25 entry of this formula, charge and spin): 3.0323 eV
HOMO (spin up / spin down): -14.8 / -15.1 eV